A molecular structure, C53H49Cl3HfN4P3S4, computed with the ωB97M-V functional and the def2-TZVPD basis.

Output
* total charge: +1
* energy above the lowest of the compared OMol25 structures with the same formula, charge and spin: 17.3 kcal/mol
* M: 1248.042 g mol⁻¹
* frontier orbital gap: 0.249 hartree
* LUMO energy: -2.9 eV
* DFT total energy: -171795.4523 eV

Last column: Löwdin charge in e.
Geometry (Å):
Hf1 0.46 0.20 -0.57  1.19
Cl1 -2.57 4.24 -3.19  0.67
Cl2 -2.85 2.74 -5.63  0.65
Cl3 -4.71 2.33 -3.45  0.66
S1 -5.80 -5.99 0.22  0.81
S2 -0.69 4.14 1.76  0.56
S3 -1.33 2.05 -0.25  0.44
S4 1.11 1.82 1.32  0.48
P1 2.12 -1.36 1.65  1.02
P2 -1.47 -1.30 1.22  0.95
P3 -1.46 -1.83 -1.53  0.93
N1 -1.36 0.93 -2.93  0.12
N2 -1.84 -2.47 -0.01  -0.46
N3 1.60 1.88 -1.92  -0.03
N4 3.08 3.42 -2.37  0.12
C1 -3.87 -1.25 -2.82  -0.12
C2 -3.06 -3.49 -3.10  -0.10
C3 3.27 -0.25 2.54  -0.44
C4 4.05 -2.45 -0.12  -0.09
C5 -1.71 -2.24 2.78  -0.34
C6 4.00 -2.05 -2.49  -0.09
C7 5.39 0.85 2.90  -0.07
C8 -4.19 -3.81 -3.83  -0.06
C9 3.62 1.10 4.51  -0.07
C10 2.85 -1.30 -2.34  -0.16
C11 -0.03 -2.77 -3.71  -0.11
C12 4.57 0.03 2.13  -0.10
C13 -2.94 0.75 2.30  -0.13
C14 -4.05 -0.36 0.48  -0.11
C15 -3.73 -4.12 0.19  -0.25
C16 1.68 -4.46 -3.67  -0.07
C17 4.92 1.38 4.09  -0.07
C18 -3.19 -3.36 4.33  -0.06
C19 -0.63 -2.61 3.57  -0.09
C20 2.25 -1.10 -1.09  -0.34
C21 -0.23 -2.93 -2.34  -0.39
C22 -0.33 2.76 0.98  -1.77
C23 -4.03 -5.61 0.05  -0.51
C24 -5.06 1.56 1.52  -0.07
C25 4.60 -2.64 -1.38  -0.06
C26 -5.16 -2.84 -4.07  -0.06
C27 -3.00 -2.59 3.18  -0.09
C28 -2.22 -3.88 0.21  -0.23
C29 -0.82 -3.37 4.72  -0.06
C30 -3.98 1.66 2.39  -0.07
C31 2.91 -1.67 0.03  -0.44
C32 -5.00 -1.56 -3.57  -0.06
C33 -3.04 2.70 -3.88  -1.62
C34 3.23 -3.11 3.64  -0.07
C35 2.03 -5.36 2.52  -0.07
C36 1.02 2.85 -2.74  -0.14
C37 2.80 0.30 3.74  -0.15
C38 -2.13 1.65 -3.36  -0.41
C39 2.86 2.27 -1.71  -0.37
C40 -2.09 -3.76 5.09  -0.06
C41 -2.90 -2.21 -2.58  -0.35
C42 1.93 3.80 -3.03  -0.05
C43 -2.96 -0.25 1.33  -0.44
C44 2.79 -5.48 3.68  -0.08
C45 0.92 -3.54 -4.37  -0.07
C46 1.87 -4.11 1.94  -0.11
C47 3.39 -4.36 4.24  -0.07
C48 -5.87 -6.13 2.02  -0.41
C49 1.51 -4.59 -2.30  -0.06
C50 3.93 1.63 -0.90  0.00
C51 2.47 -2.97 2.48  -0.38
C52 0.57 -3.82 -1.63  -0.11
C53 -5.10 0.55 0.58  -0.07
H1 2.42 -5.07 -4.19  0.11
H2 -3.73 -5.98 -0.93  0.07
H3 -1.81 -4.21 1.16  0.11
H4 0.01 2.79 -3.06  0.04
H5 -6.05 -3.09 -4.65  0.11
H6 -4.19 -3.75 1.10  0.08
H7 -5.75 -0.80 -3.76  0.10
H8 1.56 -6.23 2.08  0.11
H9 6.40 1.07 2.57  0.11
H10 1.28 -4.02 1.04  0.07
H11 1.06 -3.42 -5.44  0.11
H12 -2.25 -4.36 5.98  0.11
H13 3.72 -2.25 4.09  0.10
H14 0.04 -3.65 5.33  0.11
H15 -2.30 -4.25 -2.94  0.11
H16 -5.96 0.45 -0.08  0.11
H17 -3.94 2.45 3.13  0.11
H18 3.25 1.52 5.44  0.11
H19 0.45 -3.92 -0.57  0.07
H20 -3.86 -2.26 2.62  0.10
H21 -4.32 -4.81 -4.22  0.11
H22 -3.49 -6.19 0.80  0.08
H23 1.78 0.10 4.05  0.10
H24 4.77 2.31 -0.79  0.10
H25 2.40 -0.87 -3.23  0.10
H26 -3.76 -0.26 -2.41  0.05
H27 4.43 -2.20 -3.48  0.11
H28 2.91 -6.45 4.15  0.11
H29 3.98 -4.45 5.14  0.11
H30 -4.19 -3.63 4.63  0.11
H31 -4.19 -3.59 -0.64  0.09
H32 3.56 1.38 0.09  0.02
H33 -5.33 -7.01 2.36  0.04
H34 -5.87 2.28 1.59  0.11
H35 -6.92 -6.24 2.29  0.03
H36 3.94 3.93 -2.35  0.17
H37 -5.47 -5.24 2.50  0.02
H38 -0.62 -2.05 -4.26  0.11
H39 4.27 0.71 -1.38  0.08
H40 4.52 -2.90 0.75  0.11
H41 -2.08 0.84 2.97  0.12
H42 -1.76 -4.48 -0.57  0.10
H43 0.36 -2.30 3.30  0.03
H44 5.49 -3.25 -1.50  0.11
H45 4.95 -0.40 1.21  0.10
H46 2.12 -5.29 -1.74  0.11
H47 5.56 2.01 4.69  0.11
H48 1.85 4.70 -3.62  0.12
H49 -4.09 -1.16 -0.25  0.07